Computed, not measured: C4H7N3O4 in the gas phase, with ωB97M-V/def2-TZVPD.

Geometry (Å):
C1 -0.851 -0.698 -0.880
N1 -0.232 0.157 0.107
C2 -0.283 1.618 0.073
O1 1.054 2.090 0.555
N2 2.199 1.390 0.149
O2 2.930 2.139 -0.506
C3 2.275 0.064 0.374
N3 3.321 -0.814 0.100
O3 3.069 -2.037 0.157
O4 4.462 -0.368 -0.069
C4 0.899 -0.404 0.902
H1 -0.568 -0.620 -1.911
H2 -0.625 -1.725 -0.658
H3 -1.912 -0.538 -0.726
H4 -0.963 1.910 0.839
H5 -0.409 2.028 -0.960
H6 0.771 -1.497 0.864
H7 0.913 -0.037 1.874

## Properties
Structure (SMILES): CN1CO[N+]([O-])=C([N+](=O)[O-])C1
Frontier orbital gap (spin up / spin down) (eV): 8.0 / 8.0
Net charge: 0
E_HOMO (spin up / spin down) (eV): -9.3 / -9.3